The following is a DFT calculation (ωB97M-V with the def2-TZVPD basis set) of a single C2H2N2OS molecule.

Structure (XYZ):
```
8
C2H2N2OS (ωB97M-V with the def2-TZVPD basis set)
C -0.3460 -0.1086 -0.0004
C 0.5719 0.9858 0.0010
H -2.2976 -1.3474 0.0105
H 0.4223 2.0646 0.0016
N 1.7776 0.4984 -0.0066
N 0.3384 -1.2224 -0.0072
O 1.6331 -0.8437 0.0035
S -2.0996 -0.0266 -0.0025
```

**2S+1**: 1
**Gap between HOMO and LUMO**: 10.4 eV
**E_HOMO**: -9.7 eV
**Energy relative to the best compared isomer or geometry (same formula, charge and spin)**: 52.90 kcal per mole
**Largest force on an atom**: 0.86 eV/A
**E_tot**: -660.2634 hartree
**Structure (SMILES)**: Sc1cnon1

The following is a DFT calculation (ωB97M-V with the def2-TZVPD basis set) of a molecular structure, C6H12O.

Structure (XYZ):
```
19
C6H12O (ωB97M-V with the def2-TZVPD basis set)
C -1.0468 -0.4300 -1.6252
C -0.6612 0.2637 -0.3184
C -1.2145 1.6994 -0.2798
C 0.8353 0.4725 -0.1824
C 1.2782 0.4041 1.2361
C 1.5131 -1.0461 0.8336
O 0.6420 -1.9223 1.4789
H -0.6814 -1.4646 -1.6481
H -2.1355 -0.4646 -1.7549
H -0.6106 0.0934 -2.4826
H -1.1059 -0.2878 0.5263
H -2.3018 1.6858 -0.4072
H -0.7823 2.3071 -1.0824
H -0.9933 2.1926 0.6731
H 1.3473 -0.9992 -0.3164
H 2.1834 0.9539 1.4982
H 0.5216 0.4671 2.0264
H 2.5679 -1.3377 0.8789
H 0.6062 -2.7476 0.9808
```

**2S+1**: 1
**Gap between HOMO and LUMO**: 8.7 eV
**E_HOMO**: -8.0 eV
**Energy relative to the best compared isomer or geometry (same formula, charge and spin)**: 95.21 kcal per mole
**Largest force on an atom**: 0.31 eV/A
**E_tot**: -310.9075 hartree

The following is a DFT calculation (ωB97M-V with the def2-TZVPD basis set) of 2 unconnected molecules or ions with the total composition C3H10OS in a non-equilibrium geometry.

Structure (XYZ):
```
15
C3H10OS (ωB97M-V with the def2-TZVPD basis set)
C 5.6622 -2.8875 2.2693
O 5.1266 -1.9475 3.2119
H 6.6496 -2.5049 1.9709
H 5.9671 -3.8329 2.7449
H 5.0704 -3.0203 1.3524
H 4.2181 -2.2746 3.2980
C -3.7081 2.1543 -2.5778
C -3.3824 1.8587 -1.1078
S -2.1359 0.5056 -0.9329
H -4.0258 1.1820 -3.0341
H -2.7695 2.5371 -3.0199
H -4.5296 2.8607 -2.6112
H -2.9737 2.7648 -0.6625
H -4.2713 1.6704 -0.4889
H -1.5517 1.2928 -1.8562
```

**2S+1**: 2
**Gap between HOMO and LUMO (alpha / beta)**: 7.2 / 2.6 eV
**E_HOMO (alpha / beta)**: -12.0 / -12.0 eV
**Energy relative to the best compared isomer or geometry (same formula, charge and spin)**: 42.71 kcal per mole
**⟨S²⟩**: 0.753
**Largest force on an atom**: 1.96 eV/A
**E_tot**: -593.3346 hartree
**Total charge**: +1

The following is a DFT calculation (ωB97M-V with the def2-TZVPD basis set) of a single C3H12NO3PSi molecule in a non-equilibrium geometry.

Structure (XYZ):
```
21
C3H12NO3PSi (ωB97M-V with the def2-TZVPD basis set)
C -1.3396 1.3811 0.4942
C -0.6017 -1.7359 -1.6305
C 1.4258 0.9999 -1.0984
N -0.2755 -1.2545 -0.1848
O 1.4400 -1.8770 2.1137
O 2.3291 0.5922 2.4358
O 0.1018 -0.0207 3.3009
Si 0.1818 0.3738 0.1035
P 1.1069 -0.4613 1.9956
H -1.2324 1.7236 1.5126
H -1.5172 2.2635 -0.3500
H -2.2483 0.7952 0.3187
H -0.2953 -2.7863 -1.8166
H -1.6611 -1.6244 -1.6595
H -0.1394 -1.1753 -2.5226
H 2.0782 1.8593 -0.8533
H 2.0705 0.2858 -1.5135
H 1.0087 1.2811 -2.0219
H 0.2901 -1.9999 0.2971
H 2.9943 0.2773 3.0326
H -0.3429 -0.7049 3.8358
```

**2S+1**: 1
**Gap between HOMO and LUMO**: 10.0 eV
**E_HOMO**: -9.3 eV
**Energy relative to the best compared isomer or geometry (same formula, charge and spin)**: 32.38 kcal per mole
**Largest force on an atom**: 5.32 eV/A
**E_tot**: -1032.9103 hartree
**Structure (SMILES)**: CN[Si](C)(C)P(=O)(O)O

The following is a DFT calculation (ωB97M-V with the def2-TZVPD basis set) of a molecular structure, C36H38O2P2Sn in a non-equilibrium geometry.

Structure (XYZ):
```
79
C36H38O2P2Sn (ωB97M-V with the def2-TZVPD basis set)
Sn 1.3434 0.4368 1.5895
C 0.0220 0.2228 -3.5464
C -0.9400 0.9385 -2.9756
C -2.4124 0.6788 -3.1246
C -2.8154 -0.8196 -3.0845
C -1.9884 -1.7554 -2.2475
C -0.8830 -2.3962 -2.6417
C -0.2239 -2.2832 -3.9772
C -0.2107 -0.8637 -4.5579
C 2.8049 0.0746 3.2035
H 1.0817 0.4539 -3.4046
H -0.7190 1.9345 -2.5698
H -2.7548 1.0836 -4.1022
H -2.9729 1.2332 -2.3491
H -3.8448 -0.8515 -2.6917
H -2.8566 -1.1876 -4.1190
H -2.4685 -2.0382 -1.3113
H -0.5064 -3.2337 -2.0654
H -0.6896 -2.9539 -4.7179
H 0.8086 -2.6441 -3.8780
H 0.5933 -0.8234 -5.3081
H -1.1580 -0.6768 -5.0746
H 3.7584 -0.1550 2.7108
H 2.5477 -0.7256 3.9136
H 2.8828 1.0439 3.7212
P 0.1282 1.7782 -0.1812
P -0.2704 -1.5476 1.5839
C -1.2819 0.6471 -0.0481
C -1.3634 -0.6136 0.5172
C -0.4326 3.4345 0.2558
C -1.6462 3.9069 -0.2773
C -2.1446 5.1503 0.1196
C -1.4439 5.9290 1.0412
C -0.2106 5.4820 1.5359
C 0.3101 4.2554 1.1162
C 1.5404 1.9585 -1.3595
C 2.4936 0.9250 -1.5220
C 3.5987 1.0983 -2.3478
C 3.7911 2.3134 -3.0120
C 2.8753 3.3574 -2.8505
C 1.7680 3.1852 -2.0191
C -1.1672 -2.0245 3.0678
C -1.8044 -1.0455 3.8564
C -2.6233 -1.4368 4.9113
C -2.7844 -2.8013 5.2046
C -2.1000 -3.7698 4.4575
C -1.2836 -3.3914 3.3949
C 0.7976 -2.9203 1.0872
C 2.0954 -3.0761 1.6340
C 2.9516 -4.0347 1.0926
C 2.5336 -4.8284 0.0165
C 1.2355 -4.6904 -0.4948
C 0.3545 -3.7727 0.0726
H -2.2432 1.0731 -0.3832
H -2.3306 -1.1284 0.4284
H -2.1728 3.3043 -1.0089
H -3.0867 5.5114 -0.3029
H -1.8443 6.8934 1.3665
H 0.3423 6.0956 2.2375
H 1.2882 3.9233 1.4602
H 2.3553 -0.0252 -0.9957
H 4.3152 0.2809 -2.4877
H 4.6622 2.4459 -3.6504
H 3.0327 4.3094 -3.3616
H 1.0671 4.0048 -1.8811
H -1.6347 0.0105 3.6327
H -3.1442 -0.6805 5.5032
H -3.4463 -3.1067 6.0173
H -2.2068 -4.8318 4.6967
H -0.7442 -4.1310 2.7995
H 2.4209 -2.4349 2.4569
H 3.9479 -4.1712 1.5123
H 3.2155 -5.5571 -0.4257
H 0.9096 -5.3025 -1.3372
H -0.6890 -3.6913 -0.2551
O 1.2763 3.1372 3.6394
C 0.4176 2.3138 3.9411
O 0.0706 1.2801 3.2080
H -0.0942 2.3161 4.9452
```

**2S+1**: 1
**Gap between HOMO and LUMO (alpha / beta)**: 5.0 / 5.8 eV
**E_HOMO (alpha / beta)**: -5.3 / -5.5 eV
**Energy relative to the best compared isomer or geometry (same formula, charge and spin)**: 0.00 kcal per mole
**Largest force on an atom**: 2.59 eV/A
**E_tot**: -2441.8796 hartree

The following is a DFT calculation (ωB97M-V with the def2-TZVPD basis set) of 6 unconnected molecules or ions with the total composition C29H58BN4O11S5 in a non-equilibrium geometry.

Structure (XYZ):
```
108
C29H58BN4O11S5 (ωB97M-V with the def2-TZVPD basis set)
C -3.8254 0.9057 -0.0719
C -3.0040 0.7046 1.0594
C -1.4316 0.9337 1.1096
C -1.5024 2.1276 2.2180
O -2.7957 2.7562 2.2355
C -2.8442 3.6879 3.3497
C -0.7032 1.5395 -0.1699
C -0.9304 0.8069 -1.6071
B -1.1271 3.0460 -0.6793
O -0.1889 3.8741 -1.4236
O -2.4017 3.6075 -0.5207
C 0.8544 1.3317 0.2493
C 1.7223 2.5791 0.6220
C 3.1317 2.2041 1.3060
C 3.1837 2.6194 2.8453
O 1.6452 0.3808 -0.5219
C 2.2799 0.9369 -1.5694
N 2.6789 1.4626 -2.5114
C 0.7487 0.5105 1.6480
N -0.5603 -0.2294 1.5594
C -0.9796 -0.8568 2.8886
O 0.1369 -0.9586 3.7952
N -0.3657 -1.5361 4.9586
O 0.5207 -2.0604 5.5191
C -0.5644 -1.5048 0.7316
C 0.5796 -2.3752 0.9567
C 0.6934 -3.6626 0.2634
C -0.4619 -3.8795 -0.6132
C -1.5270 -2.9170 -0.6759
N -1.6491 -1.7179 -0.0391
H -4.3226 1.9182 -0.1791
H -4.0597 0.1677 -0.8773
H -3.4746 0.3090 1.9998
H -0.6604 2.8610 2.1293
H -1.4030 1.7175 3.2773
H -1.7965 3.9623 3.6651
H -3.3838 4.6202 3.0358
H -3.3443 3.2088 4.2410
H -0.3160 1.4410 -2.3212
H -1.9949 0.8848 -1.9818
H -0.4928 -0.2151 -1.6637
H -0.3398 3.6471 -2.3757
H -2.7385 3.8846 -1.3932
H 1.2384 3.2715 1.3721
H 1.9584 3.2565 -0.2503
H 3.9210 2.8105 0.7810
H 3.4057 1.1248 1.1592
H 2.3729 3.3267 3.1533
H 3.1305 1.6836 3.4610
H 4.1559 3.1528 3.0404
H 1.7044 -0.0633 1.6082
H 0.9260 1.1036 2.5915
H -1.8674 -0.3196 3.3358
H -1.3614 -1.9070 2.7412
H 1.3957 -2.1126 1.6728
H 1.5291 -4.3874 0.3760
H -0.5063 -4.8048 -1.2303
H -2.3938 -3.1765 -1.3454
C 5.3572 1.1493 5.5605
S 3.7703 1.1777 6.4146
O 2.9456 2.2553 5.7902
C 4.4109 1.8216 7.9705
H 5.1941 0.8096 4.5380
H 5.7887 2.1518 5.5454
H 6.0307 0.4566 6.0671
H 4.9028 2.7803 7.8011
H 5.1156 1.1064 8.3969
H 3.5752 1.9584 8.6561
C -5.6917 -1.1907 -3.8195
S -3.9385 -1.5173 -3.5531
O -3.3283 -0.2698 -2.9919
C -3.4990 -1.5945 -5.2957
H -6.1721 -1.0657 -2.8486
H -5.8160 -0.2786 -4.4046
H -6.1447 -2.0357 -4.3407
H -3.7625 -0.6558 -5.7854
H -4.0256 -2.4267 -5.7646
H -2.4235 -1.7556 -5.3722
C 0.4608 4.1796 -6.1458
S -1.1034 3.3149 -6.3793
O -1.6275 2.9780 -5.0275
C -0.3781 1.8160 -7.0690
H 0.2549 5.1445 -5.6831
H 1.1144 3.5960 -5.4951
H 0.9372 4.3372 -7.1142
H 0.3294 1.3850 -6.3589
H 0.1269 2.0544 -8.0060
H -1.1795 1.1031 -7.2612
C -6.9716 -6.2509 -6.3145
S -6.8570 -4.7641 -5.3046
O -5.5774 -4.0779 -5.6583
C -6.5958 -5.6221 -3.7413
H -7.1004 -5.9518 -7.3541
H -6.0577 -6.8381 -6.2156
H -7.8336 -6.8392 -5.9977
H -5.7055 -6.2491 -3.8061
H -7.4702 -6.2321 -3.5112
H -6.4588 -4.8765 -2.9582
C 8.8455 -0.8831 3.8961
S 7.2854 -1.7577 3.6707
O 6.7652 -2.1002 5.0249
C 8.0110 -3.2542 2.9761
H 8.6363 0.0802 4.3607
H 9.5058 -1.4626 4.5425
H 9.3155 -0.7217 2.9251
H 8.7241 -3.6827 3.6813
H 8.5090 -3.0142 2.0356
H 7.2108 -3.9696 2.7893
```

**2S+1**: 1
**Gap between HOMO and LUMO**: 6.3 eV
**E_HOMO**: -9.0 eV
**Largest force on an atom**: 4.22 eV/A
**E_tot**: -4201.5059 hartree
**Total charge**: +1